Computed, not measured: the molecule C16H25N3O2S at a distorted geometry, with the ωB97M-V functional and the def2-TZVPD basis.

orbital gap: 0.3283 hartree
SMILES: CCN(CC)S(=O)(=O)c1cccc(NC2=NCCCCC2)c1
energy relative to the best compared isomer or geometry (same formula, charge and spin): 191.6 kJ/mol
LUMO level: 0.6279 eV

Geometry as XYZ:
```
47
Properties=species:S:1:pos:R:3:forces:R:3:lowdin_charge:R:1
C -3.78613 -2.90199 0.79831 0.25 0.13 -0.05 -0.070
C -2.49487 -2.08882 0.74145 -0.21 -0.24 0.52 -0.258
N -2.59783 -0.91987 -0.10008 -0.60 0.94 0.48 -0.277
C -2.54935 -1.06399 -1.53473 0.29 0.18 -0.60 -0.247
C -1.11824 -0.97656 -2.06208 -0.29 -0.04 0.06 -0.066
S -3.38858 0.41538 0.48551 0.21 -0.04 -0.21 0.671
O -4.53731 0.73196 -0.32197 0.29 0.05 -0.07 -0.292
O -3.58584 0.23556 1.89507 0.25 -0.19 0.07 -0.274
C -2.16636 1.70530 0.23571 -0.39 -0.13 -0.08 -0.256
C -2.56478 2.96265 -0.17163 -0.26 -0.05 -0.03 -0.062
C -1.59858 3.94505 -0.33003 0.05 -0.06 0.07 -0.070
C -0.26736 3.65653 -0.09855 -0.01 -0.09 0.02 -0.021
C 0.12976 2.37612 0.30033 -0.63 -0.05 -0.05 -0.213
N 1.47960 2.13691 0.49610 0.51 0.64 0.00 0.109
C 2.12767 0.94677 0.71657 0.29 -0.32 0.20 -0.341
N 1.47773 -0.14008 0.77857 -0.23 0.30 -0.09 0.073
C 2.14474 -1.39953 0.95912 0.13 -0.26 -0.15 -0.224
C 3.04932 -1.78640 -0.21757 0.09 -0.03 0.30 -0.191
C 4.41991 -1.11392 -0.18148 -0.19 0.07 -0.26 -0.216
C 4.36299 0.40614 -0.31676 0.14 -0.13 0.16 -0.193
C 3.63117 1.08233 0.84828 -0.08 -0.03 -0.20 -0.107
C -0.84651 1.39760 0.48267 0.21 -0.05 0.15 -0.013
H -4.06335 -3.26691 -0.18825 -0.06 -0.07 -0.07 0.067
H -3.66277 -3.75350 1.46275 -0.04 -0.12 0.05 0.074
H -4.58662 -2.27040 1.17447 -0.11 -0.02 0.06 0.074
H -1.66420 -2.70014 0.37692 0.03 0.11 0.02 0.117
H -2.25529 -1.72490 1.74159 0.14 -0.24 -0.02 0.110
H -2.99910 -2.01598 -1.83730 -0.10 0.11 0.07 0.118
H -3.15598 -0.25749 -1.95198 0.01 -0.21 -0.20 0.111
H -0.68061 -0.01474 -1.80946 0.07 0.06 -0.01 0.061
H -0.50343 -1.75599 -1.61941 0.14 -0.10 0.03 0.065
H -1.11453 -1.09787 -3.14244 0.06 -0.03 -0.13 0.073
H -3.60897 3.14947 -0.36021 -0.12 0.10 -0.07 0.111
H -1.88356 4.93883 -0.64079 -0.02 0.07 -0.03 0.106
H 0.47897 4.42815 -0.23130 0.08 0.07 -0.03 0.109
H 2.07012 2.95053 0.39847 -0.10 -0.22 0.05 0.134
H 1.34665 -2.14232 1.05722 0.22 -0.05 0.09 0.101
H 2.73223 -1.41244 1.88794 -0.03 -0.09 0.03 0.117
H 2.53580 -1.53028 -1.14711 -0.05 -0.06 -0.05 0.111
H 3.19437 -2.86883 -0.20018 -0.03 -0.03 -0.06 0.107
H 5.02845 -1.51390 -0.99651 0.06 -0.01 0.06 0.108
H 4.91940 -1.37015 0.75689 0.07 -0.03 0.02 0.112
H 3.87180 0.67238 -1.25611 0.05 0.05 -0.04 0.119
H 5.38619 0.78801 -0.35612 -0.05 0.04 -0.04 0.108
H 3.91124 2.13709 0.89400 -0.03 -0.03 0.09 0.108
H 3.94224 0.61407 1.78634 0.00 0.08 0.03 0.122
H -0.56025 0.41016 0.79779 0.02 0.01 -0.04 0.091
```
Positions in Å, forces in eV/Å.

Computed, not measured: a structure of composition C16H25N6OPSSe2SnTe2, with the ωB97M-V functional and the def2-TZVPD basis.

orbital gap (spin up / spin down): 0.2226 / 0.2326 hartree
charge: +2
LUMO level (spin up / spin down): -7.3606 / -7.1576 eV

Geometry as XYZ:
```
55
Properties=species:S:1:pos:R:3:forces:R:3:lowdin_charge:R:1
Sn -2.29211 0.23855 0.11605 -0.02 -0.01 0.01 1.117
N -0.55554 -2.19902 3.29907 0.02 -0.01 -0.01 0.214
C -0.46120 -3.24840 2.38940 0.00 0.00 0.02 -0.165
C 0.06729 -4.53023 2.49898 0.00 0.01 0.00 0.012
C -0.00627 -5.31775 1.36953 0.00 0.00 -0.01 -0.048
C -0.58603 -4.85082 0.17593 0.00 0.00 0.00 -0.055
C -1.10719 -3.57899 0.07435 0.00 0.01 0.01 -0.015
C -1.03358 -2.77288 1.20928 -0.04 0.03 -0.02 -0.225
N -1.45126 -1.46183 1.42173 0.02 0.01 0.06 0.009
C -1.14744 -1.16940 2.67111 -0.03 0.00 -0.02 -0.261
C -1.46691 0.14927 3.20135 -0.02 -0.02 -0.05 -0.291
C -1.31624 0.67483 4.44281 0.02 -0.02 -0.02 -0.282
S -1.90340 2.27767 4.46909 0.00 0.03 0.04 1.155
C -2.32137 2.16625 2.83414 0.02 -0.04 -0.02 -0.455
N -2.04297 1.01049 2.28927 -0.01 0.02 0.02 -0.106
H -0.24974 -2.21740 4.25853 0.00 0.00 0.00 0.182
H 0.50824 -4.89533 3.41632 0.00 0.00 0.00 0.124
H 0.38656 -6.32448 1.40237 0.00 0.00 0.00 0.119
H -0.62846 -5.51330 -0.67758 0.00 0.00 0.00 0.117
H -1.56183 -3.22790 -0.84308 0.00 0.00 0.00 0.116
H -0.90636 0.21573 5.32782 0.00 0.00 0.00 0.096
H -2.77735 2.97553 2.28278 0.00 0.01 0.00 0.039
Se -2.05823 3.48103 -0.62660 0.03 -0.02 -0.01 -0.143
Te -3.59622 5.27140 -0.87310 -0.04 0.00 -0.02 0.390
Te -5.96782 4.19035 0.04848 0.02 0.02 -0.01 0.360
Se -5.30693 2.01647 0.67691 -0.03 -0.03 0.02 -0.149
C 1.85780 -1.39549 -0.15117 0.02 0.00 0.00 -0.072
N 1.41725 -0.64320 -1.32727 0.00 -0.06 -0.02 -0.289
C 1.96866 -1.13725 -2.58785 0.02 0.00 0.01 -0.076
P 0.81673 0.85924 -1.11180 -0.03 0.06 -0.03 0.526
O -0.27669 0.79609 -0.03284 0.02 0.01 0.03 -0.531
N 0.23164 1.35257 -2.55127 0.06 0.00 -0.02 -0.308
C 0.65524 2.56563 -3.24619 -0.03 0.01 0.01 -0.072
C -0.80654 0.59366 -3.23948 -0.02 0.00 0.01 -0.106
N 1.95663 1.87654 -0.55242 0.02 0.01 0.00 -0.294
C 1.64642 3.05804 0.24771 0.00 0.01 -0.01 -0.084
C 3.30953 1.85590 -1.10776 0.00 0.00 0.00 -0.064
H 1.56505 -2.44185 -0.25048 0.00 0.00 -0.01 0.086
H 1.39760 -0.99045 0.74876 0.00 0.00 -0.01 0.073
H 2.94454 -1.34475 -0.04315 0.00 0.00 0.00 0.098
H 1.56566 -2.12785 -2.80332 0.00 -0.01 0.00 0.096
H 3.05724 -1.21768 -2.52936 0.00 0.00 0.00 0.091
H 1.71548 -0.47080 -3.40794 -0.01 0.01 0.01 0.078
H 1.33422 3.14540 -2.62800 0.01 0.00 0.00 0.068
H -0.21571 3.18578 -3.46608 0.00 0.00 0.00 0.081
H 1.15459 2.31647 -4.18506 0.00 0.00 0.00 0.099
H -0.99457 -0.35253 -2.72919 0.01 0.00 -0.01 0.064
H -0.49746 0.36086 -4.26075 0.00 0.00 0.00 0.100
H -1.73670 1.16779 -3.28363 0.00 -0.01 0.00 0.086
H 0.67042 2.94885 0.71314 0.00 0.00 0.01 0.041
H 1.64873 3.96704 -0.36033 0.00 0.00 0.00 0.091
H 2.39971 3.16458 1.02936 0.00 0.00 0.00 0.097
H 3.48288 0.93652 -1.66330 0.00 0.00 0.00 0.074
H 4.03571 1.90945 -0.29605 0.00 0.00 0.00 0.098
H 3.47830 2.70158 -1.77924 0.00 0.00 0.01 0.093
```
Positions in Å, forces in eV/Å.

Computed, not measured: the molecule C16H25NO5, with the ωB97M-V functional and the def2-TZVPD basis.

orbital gap: 0.3269 hartree
SMILES: OCCN1CCOCCOc2ccccc2OCCOCC1
energy relative to the best compared isomer or geometry (same formula, charge and spin): 158.5 kJ/mol
LUMO level: 0.8883 eV

Geometry as XYZ:
```
47
Properties=species:S:1:pos:R:3:forces:R:3:lowdin_charge:R:1
O -2.12821 0.66486 -2.30338 0.05 -0.38 0.21 -0.073
C -2.23173 1.84031 -3.05832 0.01 0.37 -0.15 -0.249
C -0.84840 2.49007 -3.24690 -0.35 -0.17 -0.06 -0.162
N -0.13283 2.45776 -1.99206 0.16 0.11 -0.19 -0.190
C -0.46353 3.50809 -1.05343 -0.41 -0.24 0.41 -0.135
C -1.45596 3.05486 0.02888 0.06 0.35 -0.06 -0.190
O -0.82372 2.13671 0.89103 0.21 0.09 -0.21 -0.146
C -1.70211 1.25272 1.54395 0.03 -0.27 0.29 -0.170
C -0.86956 0.24579 2.33653 -0.26 0.43 0.08 -0.156
O -0.68744 -0.92129 1.56755 0.13 -0.47 -0.13 -0.051
C 0.37116 -1.73402 1.86515 -0.06 -0.03 -0.05 -0.183
C 1.06523 -1.65501 3.06933 -0.11 0.12 0.00 -0.022
C 2.10739 -2.51447 3.36994 0.06 -0.04 0.03 -0.097
C 2.47973 -3.48751 2.46414 0.03 0.02 0.06 -0.098
C 1.80568 -3.57830 1.26209 -0.16 0.15 -0.06 -0.008
C 0.75939 -2.72027 0.93699 0.14 -0.07 0.03 -0.194
O 0.16401 -2.99685 -0.26432 -0.04 -0.17 0.48 -0.030
C -0.37585 -1.96936 -1.06657 0.07 0.55 -0.49 -0.141
C 0.66968 -0.94278 -1.51975 -0.12 -0.29 -0.03 -0.166
O 0.64071 0.12784 -0.60492 -0.10 -0.09 0.00 -0.159
C 1.57353 1.15388 -0.80421 0.16 0.28 -0.17 -0.184
C 1.25126 2.04465 -2.01943 0.10 -0.34 0.33 -0.155
H -1.39978 0.80808 -1.67040 0.03 0.07 -0.07 0.054
H -2.66424 1.57534 -4.02711 0.01 0.11 0.05 0.118
H -2.91229 2.55450 -2.56792 0.03 -0.04 -0.09 0.106
H -0.29283 1.90925 -3.98584 0.01 0.03 0.05 0.119
H -0.97254 3.51260 -3.63795 0.04 -0.06 -0.01 0.120
H 0.44486 3.84557 -0.54762 0.00 0.08 -0.02 0.127
H -0.90505 4.36726 -1.57848 0.08 -0.01 0.05 0.125
H -1.79483 3.93540 0.60043 -0.01 -0.10 -0.07 0.129
H -2.33574 2.59372 -0.43255 0.02 0.01 -0.03 0.109
H -2.32633 0.71485 0.81728 0.00 0.05 0.05 0.134
H -2.36098 1.81230 2.22754 0.07 -0.09 -0.07 0.130
H -1.38038 -0.00513 3.27708 0.12 0.03 -0.09 0.134
H 0.09304 0.71967 2.55741 -0.07 -0.06 0.05 0.134
H 0.77419 -0.92333 3.80622 -0.06 0.08 0.02 0.103
H 2.61541 -2.42161 4.31795 0.03 0.01 0.08 0.100
H 3.28756 -4.16790 2.68527 0.07 -0.06 0.01 0.099
H 2.07118 -4.32867 0.53333 0.01 -0.06 -0.11 0.119
H -0.77956 -2.49782 -1.93276 0.04 0.11 0.07 0.134
H -1.18090 -1.43707 -0.55494 0.04 -0.11 -0.15 0.120
H 0.42110 -0.60399 -2.53424 0.00 0.01 0.04 0.120
H 1.66854 -1.40729 -1.54026 -0.10 0.01 -0.03 0.140
H 2.59224 0.74929 -0.91298 -0.07 0.05 0.06 0.130
H 1.51502 1.74722 0.11027 0.14 0.01 -0.07 0.117
H 1.94974 2.89835 -2.01658 0.00 -0.08 -0.04 0.125
H 1.42865 1.47519 -2.93401 -0.01 0.08 0.01 0.113
```
Positions in Å, forces in eV/Å.

Computed, not measured: a cluster of 3 separate species, C16H25O9 in total at a distorted geometry, with the ωB97M-V functional and the def2-TZVPD basis.

orbital gap: 0.1091 hartree
charge: -1
LUMO level: 2.0403 eV

Geometry as XYZ:
```
50
Properties=species:S:1:pos:R:3:forces:R:3:lowdin_charge:R:1
C -1.33107 2.30797 0.62007 -0.40 0.76 -0.58 0.062
C -1.14963 2.33941 -0.72098 0.43 0.44 0.62 -0.061
C -0.28267 1.38880 -1.45242 0.51 0.34 -0.53 -0.505
O -0.71785 0.86065 -2.44546 0.34 0.30 0.26 0.123
O 0.98611 1.11823 -1.01432 -0.24 -0.01 0.34 -0.036
C 1.13831 0.15337 0.05540 0.43 -0.47 0.04 -0.166
C 0.29265 -1.11337 -0.06194 -0.11 0.01 0.67 -0.175
C -0.88279 -1.13170 0.93485 -0.06 -0.19 -0.17 -0.205
C -1.98502 -2.11566 0.54072 0.43 0.31 -0.36 -0.216
C -2.81890 -1.58576 -0.64904 -0.32 -0.51 0.40 -0.244
C -4.32549 -1.71519 -0.39410 0.10 0.70 -0.12 -0.340
C -4.76519 -0.79213 0.73692 0.22 -0.38 0.12 -0.387
O -6.22309 -0.63626 0.65147 0.04 0.24 0.16 -0.236
H -2.35493 2.36206 0.99015 0.17 1.14 0.12 0.082
H -0.55236 2.37131 1.36776 0.17 -1.65 0.01 0.051
H -1.70103 3.03854 -1.34393 -1.15 -1.21 -0.21 0.107
H 2.19911 -0.10812 0.02471 -0.01 0.12 -0.15 0.111
H 0.96971 0.61895 1.03044 -0.12 0.16 -0.11 0.107
H 0.94314 -1.93987 0.22383 -0.04 -0.05 -0.17 0.097
H -0.03160 -1.31133 -1.08523 -0.02 0.23 -0.04 0.112
H -0.46473 -1.39023 1.91466 -0.09 0.10 0.03 0.112
H -1.33126 -0.14053 1.02434 -0.02 -0.02 0.06 0.083
H -2.63407 -2.29122 1.39770 -0.09 -0.02 -0.09 0.086
H -1.49495 -3.04835 0.23160 -0.11 -0.15 0.24 0.100
H -2.61731 -0.52240 -0.81628 0.15 -0.04 -0.08 0.084
H -2.54313 -2.14516 -1.54937 0.02 0.21 -0.12 0.093
H -4.57590 -2.76773 -0.20817 -0.10 0.00 -0.02 0.086
H -4.84477 -1.40225 -1.33265 -0.02 -0.30 -0.11 0.078
H -4.29594 0.18563 0.49571 -0.16 0.12 -0.02 0.004
H -6.42223 -0.08649 -0.12379 -0.04 -0.16 -0.12 0.016
C 2.97111 3.83259 1.84287 0.06 0.04 -0.16 -0.117
C 2.45712 5.17199 2.33588 0.09 0.06 -0.05 -0.122
O 1.16188 4.83514 2.83455 0.08 0.00 -0.01 0.057
C 1.15578 3.51470 3.14936 -0.08 -0.05 0.07 -0.581
O 0.28530 2.96486 3.73653 0.05 0.03 -0.01 0.171
O 2.28304 2.91399 2.69396 0.01 0.05 0.00 0.053
H 4.04597 3.71341 1.95127 -0.02 -0.10 0.11 0.129
H 2.68776 3.63126 0.80803 -0.04 0.01 0.00 0.133
H 3.05660 5.57303 3.15580 0.01 -0.03 0.01 0.129
H 2.37553 5.91955 1.55126 -0.15 -0.01 0.00 0.130
C 3.28505 -3.52024 -3.25252 -0.03 0.03 -0.10 -0.118
C 2.95692 -2.29080 -2.42995 -0.09 0.16 -0.14 -0.112
O 2.58745 -2.86215 -1.17415 0.20 -0.13 0.00 0.036
C 3.16298 -4.08110 -1.06552 -0.01 0.06 -0.10 -0.565
O 3.18848 -4.73782 -0.07917 0.04 -0.05 0.07 0.171
O 3.71344 -4.44995 -2.25255 -0.01 0.02 -0.03 0.053
H 4.07709 -3.35706 -3.97882 0.09 -0.09 0.08 0.128
H 2.40847 -3.92753 -3.75901 -0.02 0.02 0.03 0.133
H 3.82267 -1.64237 -2.28077 0.02 -0.03 0.00 0.133
H 2.13425 -1.70268 -2.82975 -0.08 -0.03 0.13 0.137
```
Positions in Å, forces in eV/Å.